1.
{
  "formula": "C6H14N2O2",
  "method": "ωB97M-V/def2-TZVPD",
  "homo_energy_ha": -0.3234,
  "multiplicity": 1,
  "orbital_gap_ev": 9.283,
  "lumo_energy_ev": 0.5,
  "elements": ["C", "N", "C", "C", "O", "H", "H", "H", "H", "H", "H", "H", "C", "N", "C", "C", "O", "H", "H", "H", "H", "H", "H", "H"],
  "positions_angstrom": [[-2.100706, -1.662139, -0.846601], [-2.391332, -0.322831, -1.360070], [-1.875718, 0.853617, -0.682249], [-2.234438, 2.249329, -1.184215], [-0.857112, 0.725894, 0.004867], [-2.156758, -1.623038, 0.236104], [-2.742330, -2.458699, -1.441925], [-1.077734, -2.039222, -1.035560], [-2.885000, -0.293981, -2.232579], [-1.500316, 3.014303, -1.094217], [-2.306072, 2.168302, -2.294917], [-3.063981, 2.702333, -0.705475], [1.223162, -1.150718, 2.496270], [1.397471, -0.433857, 1.235525], [2.742322, -0.117172, 0.886402], [2.905196, 0.623323, -0.433547], [3.683428, -0.393761, 1.572311], [1.463878, -0.594609, 3.319946], [0.167562, -1.556859, 2.566665], [2.039995, -2.024936, 2.567311], [0.545037, -0.182159, 0.732062], [3.918780, 0.426351, -0.714558], [2.303948, 0.397708, -1.252230], [2.800722, 1.692819, -0.339312]],
  "forces_ev_per_angstrom": [[0.0680, -1.1732, -1.5516], [0.5586, 1.6794, 1.6396], [2.5172, -1.5549, -2.1521], [-0.2950, -1.1315, -1.6854], [-1.9973, -0.1267, 0.2566], [-0.6621, -0.5063, 0.0820], [0.7677, 1.7639, 1.7954], [-0.0992, 0.6513, -0.1715], [-0.2491, 0.5965, 0.1423], [1.3760, -0.1251, 0.7197], [-0.7897, 0.0729, 0.7275], [-1.3958, -0.0493, 0.0760], [0.3993, -3.5533, -2.1471], [2.0225, -0.2857, 0.6460], [-3.8481, 0.4096, -1.1428], [1.1585, 0.3316, 1.1684], [0.7176, -0.3974, 0.8216], [0.2866, 1.8083, 2.1441], [1.3437, 0.4038, -0.0595], [-2.0207, 1.5249, -0.3661], [0.8701, 0.1924, -0.1163], [0.6959, 0.0416, -0.2963], [-1.4645, -1.0130, -1.0782], [0.0400, 0.4401, 0.5476]]
}

=====

2.
{
  "formula": "C3H5N2",
  "method": "ωB97M-V/def2-TZVPD",
  "homo_energy_ha": -0.4794,
  "multiplicity": 1,
  "orbital_gap_ev": 8.972,
  "lumo_energy_ev": -4.1,
  "total_charge": 1,
  "elements": ["C", "C", "C", "N", "N", "H", "H", "H", "H", "H"],
  "positions_angstrom": [[-0.740125, -1.126506, -2.034573], [-0.613096, 0.502312, -0.025941], [0.729086, 0.183540, -0.549994], [-0.427362, -0.468176, -1.025818], [0.427400, -0.004978, 0.910735], [-1.808603, -1.328893, -2.100117], [-1.242733, 1.511998, -0.053393], [1.485833, 0.745696, -1.199694], [0.905180, 0.556547, 1.566356], [0.374325, -1.034263, 1.275020]],
  "forces_ev_per_angstrom": [[-0.6823, -1.7802, -1.8162], [-1.5540, 3.9006, 0.3365], [1.1044, 1.8652, -1.0220], [0.7627, -0.6287, 1.2245], [-0.4101, -3.9157, -0.9470], [-0.2343, 0.3621, -0.0197], [1.5287, -2.5039, 0.6089], [-0.8518, -0.8542, 1.7244], [0.4471, 1.4826, 0.7243], [-0.1104, 2.0723, -0.8138]]
}

=====

3.
{
  "formula": "CH4OSn",
  "method": "ωB97M-V/def2-TZVPD",
  "homo_energy_ha": -0.7130,
  "multiplicity": 1,
  "orbital_gap_ev": 6.040,
  "lumo_energy_ev": -13.4,
  "total_charge": 2,
  "elements": ["Sn", "C", "O", "H", "H", "H", "H"],
  "positions_angstrom": [[2.100689, 1.134629, -2.261494], [-0.738741, -0.272301, 0.304596], [0.597499, 0.027609, 0.046416], [-0.715441, -1.359751, 0.233756], [-0.947761, 0.161679, 1.282376], [-1.366851, 0.153799, -0.477724], [1.070609, 0.154339, 0.872076]],
  "forces_ev_per_angstrom": [[-0.8521, -0.5890, 1.2078], [-1.2186, -0.7249, 0.0873], [3.6695, 1.7872, -2.1332], [-1.0573, -0.0250, 0.4918], [-0.6652, -0.4126, -0.1118], [-0.1008, -0.0322, 0.2348], [0.2245, -0.0035, 0.2232]]
}

=====

4.
{
  "formula": "C4H8N2O",
  "method": "ωB97M-V/def2-TZVPD",
  "homo_energy_ha": -0.3440,
  "multiplicity": 1,
  "orbital_gap_ev": 10.420,
  "lumo_energy_ev": 1.1,
  "elements": ["N", "C", "C", "C", "C", "N", "O", "H", "H", "H", "H", "H", "H", "H", "H"],
  "positions_angstrom": [[-2.074171, -0.111765, 0.177539], [-0.717328, -0.594379, 0.336582], [-0.016415, -1.125489, -0.943733], [1.239199, -0.275641, -0.611790], [0.376412, 0.448685, 0.388409], [0.410365, 1.574418, 0.964076], [1.599285, 2.235387, 0.651873], [-2.712033, -0.902473, 0.145688], [-2.332711, 0.445146, 0.987234], [-0.579036, -1.308633, 1.168247], [-0.536006, -0.744443, -1.826738], [0.118543, -2.206488, -1.025638], [1.665100, 0.340735, -1.407326], [2.044663, -0.843955, -0.134217], [1.514136, 3.068896, 1.129789]],
  "forces_ev_per_angstrom": [[-0.0804, -0.0995, 0.2025], [0.1300, -0.0250, 0.0313], [-0.0495, -0.1577, -0.1497], [0.1691, 0.0318, -0.0639], [0.0056, 0.3299, 0.2389], [-0.2325, -0.6030, -0.1709], [0.1877, 0.3039, 0.0736], [0.0148, 0.1258, -0.0015], [-0.0070, -0.0039, -0.1207], [-0.0289, 0.1296, -0.1315], [0.0729, -0.0725, 0.1106], [-0.0263, 0.1548, 0.0169], [-0.0641, -0.0946, 0.1156], [-0.1068, 0.0846, -0.0684], [0.0154, -0.1042, -0.0827]]
}